1.
{
  "formula": "C2H7ClS",
  "method": "ωB97M-V/def2-TZVPD",
  "homo_energy_ev": -8.90,
  "total_charge": 0,
  "species": ["C", "C", "H", "H", "H", "H", "H", "H", "H", "S", "Cl"],
  "positions_angstrom": [[1.411525, 0.482879, 0.249612], [0.069839, -0.116329, -0.150083], [-2.825725, -2.131362, 0.248631], [1.987802, -0.236173, 0.852279], [1.276468, 1.388695, 0.850697], [1.997210, 0.751627, -0.634839], [-0.506667, -0.402920, 0.728408], [0.214778, -1.017371, -0.747837], [-1.043923, 1.985410, -0.324438], [-0.938049, 0.973267, -1.202713], [-1.643257, -1.677722, 0.130285]],
  "forces_ev_per_angstrom": [[0.22, 0.03, -0.08], [1.92, 1.66, 0.00], [-0.46, -0.55, -0.08], [-0.15, 0.18, -0.18], [0.00, -0.12, -0.09], [-0.01, -0.03, 0.16], [1.30, 1.30, 0.04], [0.40, 0.34, -0.06], [0.06, -0.08, -0.06], [0.19, 0.29, 0.06], [-3.45, -3.03, 0.29]],
  "lowdin_charge": [-0.17, -0.84, -0.18, 0.07, 0.07, 0.07, -0.07, 0.01, -0.14, 0.67, 0.51]
}


2.
{
  "formula": "C5H10I2",
  "method": "ωB97M-V/def2-TZVPD",
  "homo_energy_ev": -9.03,
  "total_charge": 0,
  "species": ["C", "C", "C", "C", "C", "I", "I", "H", "H", "H", "H", "H", "H", "H", "H", "H", "H"],
  "positions_angstrom": [[-0.512536, 1.738865, -1.249145], [0.555428, -1.358542, -0.713722], [0.236463, -1.012433, 1.752363], [-0.652844, 1.101687, -0.003174], [0.554368, -0.361737, 0.431742], [-2.767951, 0.428596, 0.370604], [2.385452, 0.587231, 0.213002], [-0.622950, 0.958999, -1.979763], [0.453349, 2.261507, -1.460085], [-1.441370, 2.371192, -1.338943], [1.303489, -2.095656, -0.579959], [0.635625, -0.798650, -1.618006], [-0.504923, -1.745201, -0.757091], [0.376018, -0.458965, 2.695669], [-0.661297, -1.573969, 1.663008], [0.969122, -1.770617, 1.721659], [-0.305444, 1.727700, 0.851834]],
  "forces_ev_per_angstrom": [[-0.72, 1.30, -2.94], [-3.25, 0.87, 0.65], [1.08, 0.79, -0.24], [2.12, -3.46, 5.70], [-2.99, 2.41, -1.75], [1.36, 0.33, -0.17], [1.29, 0.76, 0.66], [-0.09, -0.16, -1.02], [-0.93, -0.20, 0.54], [1.32, -0.01, -0.39], [0.57, -0.87, -0.12], [0.60, 0.07, -0.83], [1.09, -0.35, 0.10], [-0.40, 0.05, -0.67], [-1.21, 0.03, 0.19], [1.16, -1.22, 0.69], [-0.99, -0.32, -0.40]],
  "lowdin_charge": [-0.28, -0.22, -0.17, -0.71, -0.94, 0.71, 0.96, 0.06, 0.07, 0.08, 0.06, 0.04, 0.09, 0.10, 0.04, 0.05, 0.06]
}


3.
{
  "formula": "C6H8N",
  "method": "ωB97M-V/def2-TZVPD",
  "smiles": "[NH2+]=C=C1CC12CC2",
  "homo_energy_ev": -15.02,
  "total_charge": 1,
  "species": ["N", "C", "C", "C", "C", "C", "C", "H", "H", "H", "H", "H", "H", "H", "H"],
  "positions_angstrom": [[-2.631665, -0.689743, -0.123974], [-1.799921, 0.272777, 0.055999], [-0.755066, 0.927568, 0.085905], [0.466977, 1.809756, 0.025109], [0.719789, 0.363692, 0.002339], [1.459623, -0.687621, 0.763524], [1.254250, -0.809429, -0.753130], [-3.072490, -0.908297, -1.028992], [-3.055756, -1.062420, 0.704588], [0.669751, 2.415427, -0.949432], [0.617467, 2.302267, 0.886637], [1.120353, -1.274930, 1.520747], [2.342684, -0.391154, 1.264190], [2.019258, -0.579996, -1.383839], [0.644753, -1.687900, -1.069669]],
  "forces_ev_per_angstrom": [[-0.61, 0.60, -0.05], [0.12, -1.19, -0.77], [1.46, 0.68, -0.26], [-0.22, -1.13, -4.82], [-0.98, -0.98, 0.74], [0.50, 2.17, -1.72], [-1.79, -0.87, 2.14], [0.51, 0.22, 0.56], [-0.48, -0.40, 0.21], [-0.81, -1.10, 1.81], [0.78, 1.72, 2.97], [-2.41, -2.21, 1.20], [1.58, 0.94, -0.65], [2.24, 0.36, -1.60], [0.11, 1.19, 0.24]],
  "lowdin_charge": [0.21, 0.02, -0.01, 0.05, -0.26, -0.02, 0.01, 0.17, 0.14, 0.18, 0.09, 0.08, 0.11, 0.08, 0.14]
}


The records above give, respectively, relative energy (zero: lowest compared OMol25 entry of this formula, charge and spin) values of 32.9; 22.4; 125.3 kcal/mol.
The records above give, respectively, max |F| values of 0.089; 0.136; 0.096 Eh/bohr.
The records above give, respectively, DFT total energy values of -25543.67871; -21546.71442; -7830.25663 eV.